1.
{"formula": "C41H49As3BiO15PS5", "method": "ωB97M-V/def2-TZVPD", "elements": ["H", "O", "C", "H", "C", "H", "H", "H", "H", "C", "Bi", "H", "C", "C", "H", "C", "C", "O", "C", "O", "C", "C", "O", "C", "C", "H", "S", "O", "H", "C", "H", "H", "C", "C", "C", "H", "O", "H", "H", "C", "C", "C", "H", "H", "H", "C", "C", "C", "H", "O", "H", "C", "H", "H", "O", "H", "H", "H", "H", "H", "As", "H", "O", "As", "As", "H", "H", "H", "H", "O", "O", "C", "C", "O", "H", "C", "H", "H", "H", "O", "C", "S", "H", "C", "H", "H", "S", "C", "H", "S", "C", "C", "C", "H", "H", "H", "C", "O", "C", "H", "C", "H", "H", "H", "S", "H", "C", "C", "H", "P", "C", "C", "C", "O", "C"], "coordinates": [[-2.92099, -5.96066, 0.85937], [-0.16019, -1.25514, 2.35338], [0.77503, 4.91024, -0.14312], [-2.18592, -1.13644, 5.71840], [-2.31117, -0.51158, 3.66800], [-3.72220, 4.56114, 0.87274], [-4.26776, 1.13877, -2.63821], [4.25188, 2.79629, -0.40488], [2.96955, 5.94364, -3.40228], [2.00766, 5.87639, -3.90960], [0.07959, -0.64253, -0.20607], [3.73052, 1.33409, -1.25100], [2.48057, -3.03308, 3.16430], [3.45812, 2.26819, -0.93133], [1.65044, 1.94466, 2.70386], [2.29351, 5.26673, -0.17619], [3.98750, -4.27788, 1.74094], [-0.55127, 0.61327, -1.87586], [-3.70173, -2.61016, -2.63235], [3.71058, -1.31125, 0.57366], [0.50168, 3.38722, 0.07749], [-2.67382, -1.74444, -2.70451], [-2.23764, -1.31369, 0.42429], [-3.17555, -0.31947, 2.59094], [-2.85289, -0.82503, 4.89293], [6.05355, -4.67581, 2.44377], [-1.58909, 0.91902, -2.89718], [2.09945, -0.79818, -1.32152], [1.19468, -5.59150, -1.41400], [-4.22128, -1.04788, 5.02533], [-2.39791, 3.38409, 0.73845], [-6.22566, -0.42192, -2.46577], [3.52309, -3.09101, 4.12393], [-1.27231, -7.09402, 1.44280], [3.19795, -2.95237, -1.46241], [1.53515, 6.81466, -4.09995], [-0.32234, -1.95955, -3.72646], [-1.79137, -7.92175, 1.68583], [0.52886, 6.84592, 0.85897], [3.77962, -4.54377, -3.17340], [0.07496, -7.15274, 1.67158], [0.35029, -4.88729, 0.94954], [-0.83633, 5.90710, -4.43781], [2.49424, -6.34554, -3.19590], [4.37924, -4.79129, -4.08906], [-4.54174, -0.50839, 2.73036], [2.69744, -3.62211, 1.96714], [2.01140, -4.90578, -1.66508], [1.57963, -2.65304, 3.50567], [-2.34581, 2.10732, -2.59904], [0.09952, 3.17649, 1.04393], [-5.03609, -2.17159, -2.52687], [2.30167, 5.60720, -4.95991], [-2.61179, 4.48763, -0.54134], [-0.19634, 0.85555, 3.48615], [-0.94503, 4.84001, -1.53887], [3.31307, -2.71340, 5.08850], [0.53250, -8.11521, 2.01873], [-1.48805, 4.33329, -3.70184], [2.95326, 4.88510, -0.96979], [1.82969, 1.98719, 0.10185], [2.53217, 5.03596, 0.86302], [-1.00164, 0.91588, -4.23323], [-1.74072, 5.87118, 1.47796], [0.90537, 4.36850, -3.14388], [5.44845, -3.75557, 4.70365], [-5.87665, -2.84635, -2.42690], [3.18134, 1.17946, 2.21731], [1.90405, -6.20270, 1.62328], [4.49921, -0.73330, -1.70819], [-0.56758, -2.56376, -1.34115], [4.00402, -3.30656, -2.58348], [4.74377, -3.61839, 3.92965], [-1.71512, 1.00086, 0.75391], [0.70219, 5.52682, 1.98923], [-1.85350, -5.94815, 0.97013], [-4.64678, -1.37020, 5.96601], [-0.24063, 2.98231, -0.60003], [-0.60791, 4.28494, -5.23605], [-0.04638, -1.15070, 4.87760], [-5.22657, -0.79295, -2.55651], [-0.51151, -0.53486, 3.61015], [2.28152, 6.35397, -0.30498], [2.52141, 1.98755, 2.03581], [4.83594, -2.68211, -2.92743], [-3.35150, 7.47759, 0.54171], [3.45326, -1.32559, -0.88298], [0.88744, -6.04923, 1.42620], [-5.18788, -0.32234, 1.84366], [-2.81105, 0.01233, 0.85847], [0.21843, 5.75642, 1.00900], [-2.67337, 4.42418, 0.53342], [-0.62900, 4.79780, -4.27335], [3.12612, 2.77989, -1.81907], [-1.55839, -3.85632, 0.38868], [-2.12395, 7.31845, -0.75176], [5.00484, -4.25826, 2.68138], [-4.05145, 0.48561, 0.29766], [-2.87661, -0.37450, -2.72479], [-6.19236, -1.04461, 4.06480], [-5.07490, -0.92378, 3.94593], [-3.50274, -3.66372, -2.61145], [4.26211, -4.56979, 0.73209], [-1.76979, 8.24391, 0.64539], [-1.08324, -2.66613, -2.76774], [3.09785, 2.87169, 2.22284], [-2.31579, 7.37002, 0.31020], [-1.05637, -4.84544, 0.69604], [0.00842, 6.33328, -1.66837], [1.36103, -3.39117, 0.73040], [2.75028, -5.37329, -2.71534], [-4.16649, 0.06440, -2.63976], [2.27509, -3.79756, -0.90386], [-1.46575, -4.01797, -3.06967], [0.07767, 5.25662, -1.51687]], "lowdin_charge": [0.099, -0.513, -0.631, 0.114, -0.216, 0.021, 0.108, 0.039, -0.008, -0.356, 1.915, -0.063, -0.078, -0.276, -0.002, -0.088, -0.080, -0.546, -0.081, -0.322, -0.373, -0.225, -0.445, -0.209, -0.071, 0.118, 0.493, -0.564, 0.114, -0.098, 0.006, 0.093, -0.080, -0.119, -0.291, -0.009, -0.273, 0.059, 0.076, -0.094, -0.091, -0.351, 0.041, 0.114, 0.108, -0.080, -0.353, -0.110, 0.057, -0.333, 0.048, -0.044, 0.020, 0.002, -0.329, 0.036, 0.092, 0.112, 0.013, 0.053, 1.184, 0.072, -0.308, 1.121, 1.170, 0.077, 0.094, -0.003, 0.084, -0.332, -0.552, -0.045, -0.111, -0.430, 0.061, -0.079, 0.092, 0.027, 0.012, -0.354, -0.085, 0.478, 0.070, -0.235, 0.108, -0.013, 0.489, -0.104, 0.115, 0.508, -0.395, -0.337, -0.366, -0.021, 0.119, 0.007, -0.092, -0.294, -0.211, 0.114, -0.093, 0.097, 0.096, -0.003, 0.483, -0.008, -0.361, -0.042, 0.065, 1.116, -0.084, -0.094, -0.304, -0.319, -0.339], "e_homo_ha": -0.12589, "total_charge": -2, "relative_energy_kj_mol": 88.6}

2.
{"formula": "C41H49AuN3O2", "method": "ωB97M-V/def2-TZVPD", "elements": ["H", "N", "H", "H", "O", "H", "C", "H", "C", "C", "H", "H", "C", "N", "H", "C", "C", "C", "C", "C", "H", "H", "C", "C", "H", "C", "H", "H", "C", "C", "N", "O", "H", "H", "H", "H", "C", "H", "C", "H", "C", "H", "H", "H", "H", "C", "C", "H", "H", "C", "H", "H", "H", "H", "H", "H", "H", "C", "H", "H", "H", "C", "C", "C", "H", "C", "C", "C", "H", "H", "H", "H", "H", "C", "C", "C", "C", "H", "C", "C", "C", "H", "C", "H", "C", "C", "Au", "C", "C", "H", "H", "C", "H", "H", "C", "H"], "coordinates": [[-5.68988, 1.61560, -1.23271], [0.02577, 2.18424, -0.75643], [0.88575, 1.90995, 7.05374], [-1.23804, -4.47331, 2.71991], [-3.14053, -2.55502, -2.40519], [-0.42829, -1.17137, -3.08997], [0.80638, 1.02152, 6.43660], [0.83609, 2.04296, 1.43948], [-0.64468, -4.33835, 1.80810], [-1.14871, 2.78215, -0.92084], [-0.18995, 2.67044, -3.13165], [2.53401, -1.81028, -3.41703], [2.08892, 3.12941, 0.14062], [-1.31468, -2.02187, -1.06784], [-0.71313, 5.07611, -2.99497], [2.81010, 1.31613, 1.74494], [1.36699, 2.78628, -4.56380], [-0.64799, -4.35236, -0.68485], [3.24689, 3.88406, -0.03881], [1.17910, 2.97736, -0.91769], [1.58209, -6.24651, -2.42163], [0.65835, 5.45232, -4.06093], [-0.02349, -0.03721, 4.41754], [-4.65005, 1.31115, -1.26159], [-0.65702, 2.13632, 2.66233], [-3.64516, 2.25443, -1.07014], [-2.18323, -3.56516, 0.53189], [1.79613, -0.85485, -2.11683], [1.47902, 3.57358, -2.16761], [-1.52161, -4.42870, 0.55280], [-2.03812, 0.54782, -1.33571], [-1.42715, 3.99768, -0.95508], [3.84738, 1.65960, 1.66477], [-3.84739, 3.30362, -0.89081], [-0.37164, 2.01902, 4.95360], [-3.13102, -5.61809, 1.38663], [-2.38315, -5.69241, 0.59082], [-0.14609, -3.36614, 1.85387], [0.11827, -0.43191, 1.94943], [0.94135, -2.74538, -5.32224], [0.09053, 1.08026, 5.24092], [1.97844, -0.20267, 7.75835], [0.99911, -0.98875, 2.29948], [-0.72644, 4.53898, -4.69084], [1.85074, 1.84856, -4.27686], [0.25043, -3.11769, -2.57889], [0.13232, -5.44728, -1.05345], [1.68068, -4.18071, -3.77422], [0.12860, -5.11266, 1.78509], [-1.40884, 1.35187, 2.78012], [-1.96976, 1.29511, 1.84628], [-2.90405, -5.83568, -0.35856], [0.69180, 2.58214, -5.40185], [-0.81267, -2.65591, -5.05955], [-2.38982, -1.16434, 2.14120], [-2.10074, 1.63213, 3.58017], [2.66618, 0.89360, 2.75133], [-2.98524, -0.36969, -1.49418], [1.25920, 4.35596, 2.41834], [1.44976, 3.00833, 3.56057], [-5.07262, -0.78846, -1.65085], [0.13454, -2.13312, -4.90264], [0.97149, -5.39142, -2.15472], [1.85724, 3.47033, 2.65283], [2.85200, 4.80492, -3.25641], [3.52486, 4.50418, -1.24620], [-0.58411, -3.17346, -1.44455], [1.31043, -1.28367, 6.01832], [3.94207, 3.99355, 0.78997], [2.65982, 0.51463, 1.01299], [-2.70452, -0.66260, 3.82401], [0.10504, -1.19210, -5.46217], [4.41716, 5.10806, -1.36588], [0.60001, -1.21796, 4.83089], [-0.09347, 4.69622, -3.80865], [-1.94807, -1.04344, 3.13562], [1.41987, -0.15793, 6.83086], [0.53323, -2.10734, 4.20690], [0.35403, -1.85263, -3.41501], [1.83197, 2.47100, 1.48735], [-2.47346, -1.79080, -1.68756], [-1.77968, -6.58578, 0.78820], [1.69627, -1.14874, -3.16835], [0.08517, -6.36168, -0.46753], [-0.78629, -0.01812, 3.07721], [-4.32517, -0.02198, -1.48492], [-0.31610, -0.20083, 0.03882], [0.58571, 3.38497, -3.38983], [1.02456, -4.22684, -2.90825], [2.87629, 3.80184, 2.87886], [-1.61588, -2.01999, 3.48684], [-2.32888, 1.82590, -1.11008], [2.14262, 3.47025, -4.92030], [1.77944, -0.24280, -3.77798], [2.63600, 4.33482, -2.30079], [1.78661, -2.21335, 6.30681]], "lowdin_charge": [0.100, 0.034, 0.100, 0.073, 0.004, 0.108, -0.083, 0.054, -0.068, -0.522, 0.116, 0.077, -0.138, -0.013, 0.065, -0.070, -0.070, -0.143, -0.061, -0.161, 0.091, 0.070, -0.175, -0.055, 0.069, -0.008, 0.117, 0.063, -0.126, -0.372, 0.057, -0.013, 0.075, 0.111, 0.101, 0.073, -0.074, 0.056, -0.065, 0.067, -0.042, 0.096, 0.043, 0.074, 0.058, -0.135, -0.057, 0.103, 0.078, -0.060, 0.073, 0.085, 0.075, 0.084, 0.080, 0.090, 0.072, -0.197, 0.087, 0.053, 0.112, -0.067, -0.094, -0.064, 0.101, -0.098, -0.175, -0.082, 0.102, 0.064, 0.094, 0.074, 0.089, -0.051, -0.065, -0.024, -0.101, 0.107, -0.372, -0.387, -0.518, 0.068, -0.053, 0.102, -0.559, -0.008, 0.998, -0.366, -0.051, 0.071, 0.065, -0.199, 0.068, 0.054, -0.057, 0.100], "e_homo_ha": [-0.16888, -0.16887], "total_charge": -1}